Formula: C8H7NO3S
Source: the Open Molecules 2025 dataset
Level of theory: ωB97M-V with the def2-TZVPD basis set

The calculation puts the HOMO-LUMO gap at 9.85 eV. The value obtained for the lowest unoccupied orbital energy is 0.5749 eV. The HOMO energy comes out at -9.278 eV.

Structure (ORCA input):
```
! RIJCOSX wB97M-V def2-TZVPD def2/J DEFGRID3
* xyz 0 1
N -4.12489 0.09699 -0.89005
C -3.36111 -0.06947 0.19177
O -3.70111 -0.77229 1.08678
C -2.14814 0.69515 0.16957
C -0.96540 0.97405 0.01364
C 0.39370 1.43057 0.05567
O 0.63638 2.12678 -1.16157
O 0.68526 2.25832 1.19152
C 1.34141 0.19233 0.22892
C 1.05424 -1.10171 0.17391
C 2.19283 -1.93001 0.12815
C 3.30051 -1.17458 -0.05299
S 3.09502 0.50162 0.14468
H -3.98949 0.69416 -1.74271
H -4.97993 -0.49265 -0.91474
H 1.46694 1.90107 -1.47067
H 0.47358 3.21448 1.09833
H 0.04836 -1.47793 0.13145
H 2.35309 -3.06886 0.23176
H 4.29332 -1.51560 -0.03260
*
```

Here are the natural (NBO) charges for atoms 1 to 6, given in e: N -0.809; C 0.592; O -0.566; C -0.072; C 0.024; C 0.418

Formula: C8H7NO3Se
Source: the Open Molecules 2025 dataset
Level of theory: ωB97M-V with the def2-TZVPD basis set

The calculation puts the HOMO-LUMO gap (spin up / spin down) at 7.43 / 7.43 eV. The value obtained for the lowest unoccupied orbital energy (spin up / spin down) is -1.2423 / -1.2420 eV. The HOMO energy (spin up / spin down) comes out at -8.677 / -8.677 eV.

Structure (ORCA input):
```
! RIJCOSX wB97M-V def2-TZVPD def2/J DEFGRID3
* xyz 0 1
C 1.23568 1.89868 -0.30618
C 1.77549 0.70119 -0.74883
C -0.10859 2.20466 0.01297
C 1.06417 -0.49467 -0.91853
C -1.02894 1.27122 -0.21318
C -0.21757 -0.53771 -0.64633
C 1.89121 -1.71557 -1.12388
C -0.99639 -1.85407 1.72605
N -2.38168 1.20610 -0.21401
O -2.98013 2.13165 -0.82756
O 3.11205 -1.71023 -1.12647
O -2.94194 0.24023 0.28958
Se -1.37347 -1.82139 -0.24363
H 1.88227 2.62680 -0.05085
H 2.78332 0.66013 -0.85462
H -0.22805 3.07737 0.60388
H 1.28034 -2.50480 -1.65421
H -0.91298 -2.75484 2.29592
H -0.07061 -1.27907 1.73990
H -1.78418 -1.34568 2.25997
*
```

Here are the natural (NBO) charges for atoms 1 to 6, given in e: C -0.158; C -0.161; C -0.236; C -0.248; C 0.151; C -0.155

Formula: C8H7NOS
Source: the Open Molecules 2025 dataset
Level of theory: ωB97M-V with the def2-TZVPD basis set

The calculation puts the HOMO-LUMO gap at 7.28 eV. The value obtained for the lowest unoccupied orbital energy is -0.3085 eV. The HOMO energy comes out at -7.586 eV.

Structure (ORCA input):
```
! RIJCOSX wB97M-V def2-TZVPD def2/J DEFGRID3
* xyz 0 1
C 1.25907 0.97314 2.41448
C 0.82983 0.46766 0.96071
N 1.56494 0.85560 -0.11713
C 1.20431 0.52646 -1.40288
C -0.01127 -0.14253 -1.60521
C -0.53590 -0.49750 -2.82956
S -1.98014 -1.52640 -2.77338
C -1.85460 -1.44861 -1.05267
C -0.87000 -0.64129 -0.56274
C -0.42630 -0.22615 0.77339
O -1.18013 -0.53535 1.87932
H 2.30823 0.79314 2.49878
H 0.67084 0.34845 3.16462
H 0.98127 2.00077 2.55696
H 1.67286 0.92625 -2.27401
H -0.01051 -0.19513 -3.72332
H -2.62053 -1.93670 -0.39620
H -1.00197 0.25818 2.48882
*
```

Here are the natural (NBO) charges for atoms 1 to 6, given in e: C -0.639; C 0.098; N -0.415; C 0.051; C -0.138; C -0.358

Formula: C8H7NS
Source: the Open Molecules 2025 dataset
Level of theory: ωB97M-V with the def2-TZVPD basis set

The calculation puts the HOMO-LUMO gap (spin up / spin down) at 8.05 / 7.96 eV. The value obtained for the lowest unoccupied orbital energy (spin up / spin down) is -1.2458 / -0.5270 eV. The HOMO energy (spin up / spin down) comes out at -9.297 / -8.485 eV.

Structure (ORCA input):
```
! RIJCOSX wB97M-V def2-TZVPD def2/J DEFGRID3
* xyz 0 1
C 2.96276 1.42446 0.29069
C -1.04298 -0.21867 -1.10678
C -0.78419 -1.31204 -0.30129
C -0.76292 1.04629 -0.60936
C -0.31710 -1.18723 1.01061
C -0.23025 1.22797 0.72855
C -0.08039 0.12550 1.44696
C 3.41299 0.14483 0.50087
N 2.66306 2.51311 0.07260
S 2.77343 -1.03810 -0.57869
H -1.39848 -0.36900 -2.07957
H -0.94246 -2.29563 -0.45186
H -0.93524 1.80133 -1.45075
H -0.03900 -2.04096 1.57456
H 0.01025 2.28783 1.16109
H 4.25007 0.10376 1.19726
H 1.46419 -0.62436 -0.38460
*
```

Here are the natural (NBO) charges for atoms 1 to 6, given in e: C 0.194; C -0.242; C -0.217; C -0.186; C -0.318; C -0.347

Formula: C8H7O2P
Source: the Open Molecules 2025 dataset
Level of theory: ωB97M-V with the def2-TZVPD basis set

The calculation puts the HOMO-LUMO gap at 8.75 eV. The value obtained for the lowest unoccupied orbital energy is -0.1697 eV. The HOMO energy comes out at -8.917 eV.

Structure (ORCA input):
```
! RIJCOSX wB97M-V def2-TZVPD def2/J DEFGRID3
* xyz 0 1
O -4.53984 0.68104 -0.46825
C -3.39585 1.06972 -0.60188
O -2.28111 0.39154 -0.31612
C -2.30623 -0.93652 0.14778
P -1.03046 -1.94926 0.58295
C 0.44391 -0.86213 0.29741
C 0.45507 0.46931 0.73090
C 1.58109 1.29820 0.54365
C 2.74227 0.68297 0.10694
C 2.77870 -0.64211 -0.33227
C 1.60177 -1.40610 -0.30988
H -2.99092 1.99812 -0.89654
H -3.38260 -1.26102 0.02372
H -0.37109 0.79637 1.15304
H 1.71448 2.28542 0.73835
H 3.74075 1.05633 -0.00540
H 3.57488 -1.19496 -0.74652
H 1.66517 -2.47692 -0.64790
*
```

Here are the natural (NBO) charges for atoms 1 to 6, given in e: O -0.561; C 0.650; O -0.521; C -0.304; P 0.648; C -0.355

Formula: C8H7OP
Source: the Open Molecules 2025 dataset
Level of theory: ωB97M-V with the def2-TZVPD basis set

The calculation puts the HOMO-LUMO gap at 8.55 eV. The value obtained for the lowest unoccupied orbital energy is 0.5804 eV. The HOMO energy comes out at -7.965 eV.

Structure (ORCA input):
```
! RIJCOSX wB97M-V def2-TZVPD def2/J DEFGRID3
* xyz 0 1
C -0.73548 -0.28436 3.31631
C -0.58268 -0.41764 1.85230
O 0.38491 0.29095 1.25630
C 0.42133 0.24695 -0.05873
C 1.36605 0.81808 -0.81510
C 1.20799 0.80284 -2.21992
C 0.12557 0.14531 -2.79055
C -0.79840 -0.52219 -2.02627
C -0.70391 -0.42499 -0.62203
P -1.70779 -1.12610 0.67663
H 0.20145 -0.74697 3.66791
H -1.63473 -0.81335 3.70580
H -0.67472 0.88325 3.38680
H 2.34224 1.13242 -0.33830
H 1.98564 1.46708 -2.70853
H 0.15853 -0.14449 -3.81288
H -1.35602 -1.30680 -2.46974
*
```

Here are the natural (NBO) charges for atoms 1 to 6, given in e: C -0.683; C 0.046; O -0.437; C 0.258; C -0.244; C -0.201

Formula: C8H8
Source: the Open Molecules 2025 dataset
Level of theory: ωB97M-V with the def2-TZVPD basis set

The calculation puts the HOMO-LUMO gap at 7.23 eV. The value obtained for the lowest unoccupied orbital energy is -0.4419 eV. The HOMO energy comes out at -7.670 eV.

Structure (ORCA input):
```
! RIJCOSX wB97M-V def2-TZVPD def2/J DEFGRID3
* xyz 0 1
C -1.99682 -1.26138 -0.16197
C -0.73490 -0.76646 -0.13290
C 0.48792 -1.49828 0.10345
C 1.79770 -1.01071 0.20141
C 2.08541 0.45104 -0.11682
C 0.99723 1.26156 -0.10244
C -0.38446 0.75878 -0.06060
C -1.30401 1.80893 0.24959
H -2.15865 -2.44644 -0.05490
H -2.85259 -0.43955 -0.26027
H 0.54911 -2.47510 0.34949
H 2.44820 -1.84682 0.47601
H 3.13774 0.75266 -0.78867
H 1.38203 2.29106 -0.28343
H -2.45386 1.62523 -0.07391
H -1.00004 2.79550 0.65596
*
```

Here are the natural (NBO) charges for atoms 1 to 6, given in e: C -0.366; C -0.092; C -0.216; C -0.204; C -0.206; C -0.239

Record order is preserved below.
Energy: -26874.5756; -81380.2502; -22780.6916; -20729.5623; -21790.8695; -19744.2628; -8420.8075 eV
Record order is preserved below.
Energy relative to the best compared isomer or geometry (same formula, charge and spin): 29.81; 64.67; 36.60; 84.50; 21.05; 3.39; 97.16 kcal per mole